(1)
Entry from the OMol25 dataset: the ion C4H12N2O with charge +1 in a non-equilibrium geometry (ωB97M-V/def2-TZVPD).

As for the net charge: +1. The HOMO energy (spin up / spin down) comes out at -14.497 / -14.464 eV. The gap between HOMO and LUMO (spin up / spin down) comes out at 11.31 / 6.00 eV. Its energy above the lowest of the compared OMol25 structures with the same formula, charge and spin is 84.17 kcal/mol. Its spin multiplicity is 2.

Positions of all 19 atoms, in Å:
C  1.144  -1.278  -0.604
C  0.091  -0.658  0.235
C  -0.135  -1.062  1.780
O  -0.912  -2.232  2.001
N  0.252  0.796  0.137
C  -0.293  1.344  -1.101
N  -0.756  2.824  -1.313
H  2.137  -0.848  -0.227
H  1.271  -2.424  -0.412
H  0.978  -1.081  -1.633
H  -0.895  -1.082  -0.155
H  -0.635  -0.188  2.299
H  0.932  -1.166  2.241
H  -1.645  -2.087  1.388
H  1.264  0.923  0.403
H  0.119  0.854  -1.970
H  -1.300  0.923  -1.124
H  -1.711  3.249  -0.967
H  0.094  3.193  -0.977


(2)
Entry from the OMol25 dataset: a cluster of 3 separate species, C2H13N2O2 in total in a non-equilibrium geometry (ωB97M-V/def2-TZVPD).

As for the net charge: 0. The HOMO energy (spin up / spin down) comes out at -2.689 / -10.467 eV. The gap between HOMO and LUMO (spin up / spin down) comes out at 3.19 / 10.87 eV. Its energy above the lowest of the compared OMol25 structures with the same formula, charge and spin is 27.04 kcal/mol. Its spin multiplicity is 2.

Positions of all 19 atoms, in Å:
N  -0.978  1.066  -0.461
C  0.139  0.378  0.390
C  -0.539  0.163  1.776
N  -1.658  1.130  2.021
H  -1.912  0.935  -0.053
H  -0.848  2.091  -0.643
H  -0.861  0.705  -1.442
H  0.458  -0.516  -0.098
H  0.986  1.093  0.456
H  -1.069  -0.780  1.496
H  0.204  -0.250  2.478
H  -2.410  0.619  2.488
H  -1.363  1.898  2.735
H  3.222  -1.855  -0.189
H  3.536  -3.324  -0.570
O  3.116  -2.506  -0.885
H  0.532  -0.819  -2.982
H  -0.535  -0.013  -3.676
O  -0.021  -0.016  -2.842


(3)
Entry from the OMol25 dataset: a cluster of 3 separate species, C44H91N5O5P in total (ωB97M-V/def2-TZVPD).

As for the net charge: +1. The HOMO energy (spin up / spin down) comes out at -9.589 / -10.788 eV. The gap between HOMO and LUMO (spin up / spin down) comes out at 7.15 / 8.35 eV. Its spin multiplicity is 3.

Positions of all 146 atoms, in Å:
C  2.929  5.579  -2.629
C  1.679  4.825  -2.169
P  1.531  3.015  -2.556
C  3.172  2.516  -3.209
C  3.102  1.259  -4.096
N  1.490  2.386  -0.886
C  2.724  2.294  -0.071
O  2.386  1.710  1.147
C  2.146  0.331  0.975
N  1.209  0.105  -0.150
C  1.796  -0.705  -1.258
C  1.652  -2.210  -1.005
C  1.032  -2.956  -2.190
C  1.356  -4.452  -2.171
C  2.711  -4.782  -2.802
C  2.809  -4.424  -4.300
C  3.267  -5.584  -5.202
C  2.128  -6.315  -5.945
C  2.158  -6.143  -7.472
C  1.572  -7.331  -8.256
C  0.185  -7.028  -8.784
O  -0.323  -8.165  -9.443
C  -1.432  -7.869  -10.260
C  0.701  1.304  -0.659
N  -0.587  1.331  -0.861
C  -1.404  2.458  -1.313
C  -2.873  2.176  -1.046
C  -3.729  3.427  -1.305
C  -5.058  3.106  -1.990
C  -6.089  4.224  -1.814
C  -7.075  4.298  -2.959
O  -7.810  3.094  -2.982
C  -8.947  3.110  -3.825
H  2.966  5.674  -3.715
H  3.836  5.060  -2.321
H  2.945  6.578  -2.197
H  1.595  4.912  -1.083
H  0.780  5.289  -2.580
H  3.465  3.375  -3.814
H  3.953  2.418  -2.455
H  3.539  0.394  -3.596
H  2.072  1.000  -4.346
H  3.657  1.411  -5.020
H  3.496  1.705  -0.575
H  3.071  3.306  0.130
H  1.732  -0.048  1.910
H  3.081  -0.199  0.756
H  1.274  -0.432  -2.180
H  2.848  -0.429  -1.398
H  2.643  -2.635  -0.819
H  1.067  -2.368  -0.097
H  1.418  -2.512  -3.114
H  -0.049  -2.789  -2.203
H  0.579  -5.001  -2.709
H  1.337  -4.810  -1.137
H  2.885  -5.854  -2.685
H  3.503  -4.274  -2.243
H  1.832  -4.068  -4.648
H  3.487  -3.576  -4.428
H  3.812  -6.309  -4.595
H  3.978  -5.201  -5.938
H  1.169  -5.952  -5.562
H  2.175  -7.382  -5.718
H  3.188  -5.972  -7.791
H  1.593  -5.242  -7.737
H  1.522  -8.213  -7.614
H  2.215  -7.581  -9.100
H  -0.486  -6.744  -7.958
H  0.229  -6.175  -9.478
H  -1.147  -7.218  -11.096
H  -2.233  -7.382  -9.690
H  -1.808  -8.809  -10.659
H  -1.064  0.469  -0.619
H  -1.237  2.615  -2.378
H  -1.057  3.357  -0.795
H  -3.207  1.371  -1.707
H  -2.995  1.858  -0.007
H  -3.163  4.135  -1.919
H  -3.944  3.921  -0.354
H  -5.450  2.180  -1.564
H  -4.893  2.940  -3.060
H  -5.575  5.187  -1.740
H  -6.650  4.065  -0.890
H  -6.533  4.429  -3.909
H  -7.748  5.155  -2.835
H  -9.759  2.588  -3.319
H  -8.734  2.603  -4.771
H  -9.269  4.133  -4.042
C  -2.828  -0.986  3.905
C  -1.588  -1.561  3.198
C  -1.838  -2.995  2.717
C  -1.865  -4.019  3.850
C  -0.603  -3.926  4.707
C  -0.338  -2.516  5.246
N  -0.380  -1.561  4.093
O  0.726  -1.485  3.457
C  -1.356  -2.143  6.328
C  1.046  -2.435  5.878
C  -1.256  -0.658  2.019
H  -3.447  -1.753  4.366
H  -2.548  -0.264  4.671
H  -3.452  -0.468  3.177
H  -1.046  -3.271  2.013
H  -2.780  -3.009  2.161
H  -2.757  -3.887  4.467
H  -1.937  -5.020  3.424
H  -0.666  -4.609  5.557
H  0.260  -4.239  4.110
H  -1.253  -1.095  6.612
H  -1.159  -2.751  7.211
H  -2.388  -2.321  6.042
H  1.824  -2.775  5.200
H  1.059  -3.067  6.767
H  1.275  -1.411  6.179
H  -0.989  0.345  2.359
H  -2.126  -0.579  1.360
H  -0.423  -1.060  1.451
C  1.731  6.064  5.557
C  1.191  5.117  6.642
C  2.337  4.421  7.386
C  3.043  3.346  6.562
C  2.042  2.335  6.008
C  0.902  2.985  5.217
N  0.291  4.065  6.058
O  -0.564  3.614  6.892
C  1.405  3.517  3.872
C  -0.172  1.954  4.915
C  0.369  5.951  7.619
H  2.700  5.758  5.166
H  1.034  6.148  4.724
H  1.860  7.060  5.979
H  1.933  3.963  8.294
H  3.049  5.186  7.706
H  3.619  3.797  5.750
H  3.766  2.828  7.194
H  2.541  1.609  5.360
H  1.608  1.771  6.840
H  0.627  4.102  3.376
H  1.661  2.676  3.223
H  2.292  4.138  3.957
H  -0.519  1.453  5.816
H  0.255  1.203  4.251
H  -1.033  2.419  4.429
H  -0.490  6.400  7.119
H  1.003  6.749  8.007
H  0.008  5.357  8.453


(4)
Entry from the OMol25 dataset: a cluster of 2 separate species, C3H7IO2S in total in a non-equilibrium geometry (ωB97M-V/def2-TZVPD).

As for the net charge: 0. The HOMO energy (spin up / spin down) comes out at -8.211 / -8.211 eV. The gap between HOMO and LUMO (spin up / spin down) comes out at 7.57 / 7.57 eV. Its energy above the lowest of the compared OMol25 structures with the same formula, charge and spin is 68.95 kcal/mol.

Positions of all 14 atoms, in Å:
C  -3.362  0.134  -2.401
C  2.702  -0.674  2.231
C  -0.332  0.349  0.514
O  3.222  -0.288  -0.308
O  0.705  -0.289  0.555
S  2.460  0.348  0.731
I  -0.206  2.472  0.717
H  -2.369  0.485  -2.158
H  -3.647  0.493  -3.381
H  -4.062  0.510  -1.665
H  2.913  -1.693  1.923
H  3.547  -0.266  2.777
H  1.812  -0.635  2.851
H  -3.381  -0.946  -2.387


(5)
Entry from the OMol25 dataset: the molecule C18H8N4O5S2 in a non-equilibrium geometry (ωB97M-V/def2-TZVPD).

Its structure (SMILES) is O=c1cc2sc3cc4c(cc3nc-2cc1[N+](=O)[O-])Nc1cc([N+](=O)[O-])ccc1S4. As for the net charge: 0. The HOMO energy comes out at -8.005 eV. The gap between HOMO and LUMO comes out at 5.57 eV. Its energy above the lowest of the compared OMol25 structures with the same formula, charge and spin is 0.00 kcal/mol.

Positions of all 37 atoms, in Å:
O  -1.596  -1.048  -7.335
C  -1.390  -1.284  -6.153
C  -1.961  -0.416  -5.157
C  -1.530  -0.349  -3.850
S  -2.337  0.648  -2.709
C  -1.188  0.680  -1.368
C  -1.544  1.413  -0.246
C  -0.843  1.392  0.931
C  0.305  0.588  0.993
C  0.700  -0.140  -0.161
C  -0.038  -0.131  -1.360
N  0.350  -0.990  -2.342
C  -0.369  -1.146  -3.453
C  0.106  -2.175  -4.391
C  -0.365  -2.237  -5.711
N  0.128  -3.197  -6.579
O  1.357  -3.419  -6.536
O  -0.646  -3.801  -7.297
N  1.084  0.445  2.126
C  0.755  0.908  3.406
C  1.562  0.460  4.483
C  1.371  0.906  5.807
N  2.239  0.474  6.867
O  2.037  0.963  7.993
O  3.088  -0.359  6.594
C  0.364  1.852  5.989
C  -0.471  2.287  4.937
C  -0.282  1.809  3.639
S  -1.381  2.323  2.327
H  -2.742  0.289  -5.433
H  -2.452  1.981  -0.327
H  1.591  -0.765  -0.099
H  0.873  -2.882  -4.089
H  1.931  -0.106  2.088
H  2.417  -0.180  4.280
H  0.182  2.237  7.002
H  -1.307  2.968  5.134


(6)
Entry from the OMol25 dataset: the molecule C3H3ClFN in a non-equilibrium geometry (ωB97M-V/def2-TZVPD).

As for the net charge: 0. The HOMO energy (spin up / spin down) comes out at -5.681 / -10.380 eV. The gap between HOMO and LUMO (spin up / spin down) comes out at 6.53 / 7.51 eV. Its energy above the lowest of the compared OMol25 structures with the same formula, charge and spin is 11.12 kcal/mol. Its spin multiplicity is 3.

Positions of all 9 atoms, in Å:
C  1.461  0.926  -0.180
C  -0.876  -1.136  0.236
C  -0.822  0.165  0.109
N  0.327  1.104  0.353
F  -1.911  -1.910  -0.137
Cl  -2.259  1.045  -0.168
H  2.291  1.666  0.220
H  1.788  0.027  -0.665
H  -0.001  -1.888  0.231